ORCA calculation (ωB97M-V/def2-TZVPD) on a structure of composition C25H36N8O4PtS at a distorted geometry.

Last column: Löwdin spin population.
Atoms and positions in Å:
Pt (-3.223, -15.028, 4.058)  1.37
C (-1.546, -17.868, 7.897)  0.00
N (-1.983, -16.441, 8.021)  0.00
C (-2.006, -15.845, 9.380)  0.00
C (-2.430, -15.682, 6.993)  0.00
N (-1.983, -15.837, 5.717)  0.08
C (-0.678, -16.364, 5.423)  0.00
C (0.413, -16.101, 6.250)  0.01
C (1.690, -16.653, 6.122)  0.00
C (1.916, -17.499, 5.040)  0.01
C (0.820, -17.790, 4.153)  0.00
C (1.143, -18.642, 3.055)  0.01
C (0.265, -18.755, 1.963)  0.00
C (-1.028, -18.200, 2.090)  0.01
C (-1.452, -17.478, 3.194)  0.00
N (-2.688, -16.890, 3.180)  0.07
C (-3.685, -17.621, 2.569)  0.01
N (-4.361, -17.013, 1.564)  0.01
C (-3.749, -15.978, 0.775)  0.00
C (-5.683, -17.373, 1.235)  0.00
N (-3.873, -18.923, 2.878)  0.01
C (-3.769, -19.435, 4.274)  0.00
C (-4.093, -19.957, 1.881)  0.00
C (-0.549, -17.210, 4.258)  0.00
N (-3.342, -14.676, 7.261)  0.00
C (-4.630, -15.092, 7.796)  0.00
C (-3.169, -13.313, 6.793)  0.00
H (-2.300, -18.397, 8.507)  0.00
H (-0.578, -17.998, 8.409)  0.00
H (-1.531, -18.226, 6.847)  0.00
H (-0.920, -15.516, 9.547)  0.00
H (-2.259, -16.610, 10.181)  0.00
H (-2.679, -15.007, 9.496)  0.00
H (0.163, -15.486, 7.160)  0.00
H (2.397, -16.339, 6.904)  0.00
H (2.975, -17.791, 4.836)  0.00
H (2.140, -19.148, 2.997)  0.00
H (0.474, -19.313, 1.071)  0.00
H (-1.729, -18.374, 1.285)  0.00
H (-2.736, -15.742, 1.113)  0.00
H (-4.304, -15.021, 0.915)  0.00
H (-3.658, -16.256, -0.286)  0.00
H (-5.781, -17.668, 0.126)  0.00
H (-6.257, -16.449, 1.435)  0.00
H (-6.011, -18.125, 1.943)  0.00
H (-4.177, -18.661, 4.914)  0.00
H (-2.706, -19.537, 4.476)  0.00
H (-4.437, -20.268, 4.310)  0.00
H (-3.918, -19.493, 0.863)  0.00
H (-5.146, -20.348, 2.017)  0.00
H (-3.336, -20.774, 2.045)  0.00
H (-4.704, -16.149, 7.794)  0.00
H (-5.381, -14.694, 7.085)  0.00
H (-4.763, -14.765, 8.830)  0.00
H (-2.389, -13.230, 6.010)  0.00
H (-2.705, -12.631, 7.545)  0.00
H (-4.134, -12.860, 6.560)  0.00
O (-4.718, -13.622, 3.917)  0.16
S (-5.948, -14.688, 4.161)  0.00
O (-6.719, -14.388, 5.341)  0.01
O (-5.040, -15.990, 4.479)  0.11
O (-6.679, -14.902, 2.935)  0.01
N (-3.461, -12.505, 1.753)  0.00
C (-2.173, -12.791, 2.059)  0.01
C (-1.135, -12.157, 1.314)  0.00
C (0.191, -12.362, 1.693)  0.00
C (0.526, -13.240, 2.723)  0.00
C (-0.542, -13.776, 3.419)  0.00
N (-1.811, -13.620, 3.092)  0.06
H (-3.705, -12.011, 0.946)  0.00
H (-4.245, -12.863, 2.338)  0.00
H (-1.388, -11.482, 0.490)  0.00
H (0.950, -11.927, 1.048)  0.00
H (1.501, -13.548, 3.053)  0.00
H (-0.363, -14.444, 4.189)  0.00

Results
* HOMO (alpha / beta): -5.82 / -7.15 eV
* spin multiplicity: 3
* HOMO-LUMO gap (alpha / beta): 6.2 / 7.2 eV
* <S²>: 2.0077
* total energy: -60698.9836 eV



ORCA calculation (ωB97M-V/def2-TZVPD) on a structure of composition C25H37BeBrF2N5NaO11S at a distorted geometry.

Last column: Mulliken charge in e.
Atoms and positions in Å:
O (4.263, 4.473, 0.943)  -0.45
C (5.206, 4.061, 1.550)  0.17
O (6.435, 3.974, 1.042)  -0.38
C (6.584, 2.749, 0.276)  -1.08
C (6.199, 2.987, -1.194)  0.48
C (5.789, 1.646, -1.886)  -1.17
C (4.248, 1.480, -2.129)  -0.67
C (3.456, 2.286, -1.137)  0.90
O (3.894, 1.831, 0.182)  -0.27
C (2.953, 2.036, 1.030)  1.10
O (3.036, 1.852, 2.218)  -1.23
O (1.817, 2.463, 0.458)  -0.43
C (1.957, 2.097, -0.891)  1.45
F (1.712, 0.735, -0.954)  -0.49
C (0.854, 2.750, -1.736)  -0.35
C (1.198, 4.012, -2.547)  -1.88
S (1.808, 5.477, -1.680)  -0.30
C (3.242, 5.597, -2.701)  0.50
N (3.256, 4.843, -3.688)  0.09
N (4.408, 4.944, -4.374)  -0.99
C (5.051, 5.900, -3.667)  0.44
O (4.342, 6.316, -2.615)  -0.21
H (5.070, 3.739, 2.595)  0.24
H (6.079, 1.896, 0.730)  0.37
H (7.645, 2.520, 0.304)  0.46
H (5.489, 3.789, -1.305)  -0.34
H (7.144, 3.350, -1.679)  0.71
H (6.214, 0.828, -1.302)  0.32
H (6.279, 1.630, -2.847)  0.44
H (3.959, 1.746, -3.146)  0.36
H (4.004, 0.422, -2.038)  0.36
H (3.661, 3.315, -1.389)  -0.61
H (0.031, 2.917, -1.027)  0.34
H (0.464, 2.043, -2.468)  0.20
H (1.870, 3.743, -3.352)  0.81
H (0.259, 4.305, -3.026)  0.71
H (6.075, 6.308, -3.897)  -0.08
Na (6.646, 5.020, -5.022)  0.90
O (-0.389, 1.693, -4.180)  -0.57
H (-1.047, 1.108, -4.597)  0.32
Be (4.066, 1.990, 3.672)  0.32
Br (6.687, 7.845, -2.458)  -0.76
C (-1.558, 0.479, -1.758)  0.26
O (-1.787, 0.292, -3.062)  -0.40
H (-2.102, 1.313, -1.268)  0.20
H (-1.808, -0.377, -1.100)  0.16
H (-0.515, 0.679, -1.457)  -0.14
O (-1.555, 5.399, -1.260)  -0.34
H (-0.641, 5.122, -1.019)  0.41
H (-1.693, 5.337, -2.227)  0.48
H (-1.749, 6.297, -0.926)  0.47
C (0.189, -0.319, 2.381)  -0.44
C (-0.856, -1.016, 1.637)  0.40
N (-1.666, -1.568, 1.056)  -0.48
H (-0.226, 0.564, 2.861)  0.30
H (0.601, -0.978, 3.142)  0.34
H (0.983, -0.018, 1.702)  -0.11
C (-4.181, -6.586, 0.791)  -1.03
C (-3.845, -5.130, 1.099)  -0.49
C (-2.427, -4.947, 1.649)  -0.05
C (-2.272, -5.690, 2.904)  0.28
N (-2.152, -6.266, 3.880)  -0.46
H (-4.152, -7.203, 1.688)  0.31
H (-5.181, -6.664, 0.376)  0.22
H (-3.482, -7.003, 0.063)  0.35
H (-4.569, -4.740, 1.818)  0.29
H (-3.948, -4.539, 0.187)  0.34
H (-2.232, -3.892, 1.839)  -0.08
H (-1.689, -5.304, 0.930)  0.33
C (-9.161, -5.498, 4.675)  -0.39
C (-8.219, -6.434, 5.078)  -0.47
C (-7.525, -7.171, 4.134)  -0.38
C (-7.783, -6.957, 2.793)  0.21
C (-8.723, -6.034, 2.375)  -0.35
C (-9.415, -5.302, 3.324)  -0.47
N (-7.031, -7.720, 1.789)  1.02
O (-6.228, -8.534, 2.187)  -0.58
O (-7.256, -7.488, 0.620)  -0.63
H (-9.698, -4.920, 5.414)  0.38
H (-8.023, -6.587, 6.130)  0.38
H (-6.792, -7.898, 4.450)  0.45
H (-8.920, -5.878, 1.325)  0.44
H (-10.152, -4.575, 3.012)  0.37
F (7.526, 3.032, -3.298)  -0.85

Results
* HOMO: -6.18 eV
* HOMO-LUMO gap: 1.6 eV
* total energy: -147609.6419 eV



ORCA calculation (ωB97M-V/def2-TZVPD) on a structure of composition C25H37BrN3O2PtSi at a distorted geometry.

Last column: Löwdin spin population.
Atoms and positions in Å:
Pt (-0.189, 0.329, -0.099)  1.34
O (4.511, 0.445, 0.783)  0.20
C (4.767, 1.542, 0.127)  0.17
C (6.121, 1.943, -0.015)  0.16
C (6.436, 3.068, -0.736)  0.00
C (5.427, 3.839, -1.331)  0.27
C (4.088, 3.487, -1.177)  0.10
C (3.735, 2.349, -0.461)  0.09
C (2.332, 1.970, -0.308)  0.06
O (1.980, 0.917, 0.317)  0.25
N (1.429, 2.780, -0.848)  0.29
N (0.190, 2.408, -0.784)  0.14
C (-0.837, 3.188, -0.870)  0.16
C (-2.149, 2.604, -0.778)  0.02
C (-3.314, 3.303, -1.112)  0.07
C (-4.543, 2.682, -0.952)  -0.01
C (-4.584, 1.383, -0.464)  0.08
C (-3.386, 0.747, -0.159)  0.04
N (-2.211, 1.339, -0.308)  0.14
H (3.539, 0.277, 0.848)  0.00
H (6.882, 1.336, 0.455)  0.00
H (7.468, 3.370, -0.839)  0.00
H (5.688, 4.708, -1.916)  0.01
H (3.306, 4.097, -1.610)  0.00
H (-0.726, 4.265, -0.972)  0.00
H (-3.238, 4.307, -1.501)  0.00
H (-5.456, 3.203, -1.195)  0.00
H (-5.519, 0.862, -0.321)  0.00
H (-3.377, -0.267, 0.221)  0.00
C (1.684, -7.567, 1.892)  0.00
C (1.621, -6.171, 1.244)  0.00
C (2.930, -5.934, 0.476)  0.00
C (1.528, -5.095, 2.342)  0.00
Si (0.043, -6.135, 0.086)  0.00
Br (-0.163, -1.972, -0.240)  0.39
C (-1.807, -6.223, 0.791)  0.00
C (-2.747, -5.242, 0.088)  0.00
C (-1.759, -5.865, 2.281)  0.00
C (-2.294, -7.663, 0.607)  0.00
C (0.213, -6.408, -1.888)  0.00
C (-1.104, -6.145, -2.608)  0.00
C (1.274, -5.450, -2.432)  0.00
C (0.640, -7.867, -2.051)  0.00
H (2.514, -7.591, 2.595)  0.00
H (1.860, -8.346, 1.155)  0.00
H (0.782, -7.816, 2.445)  0.00
H (3.757, -6.035, 1.175)  0.00
H (2.974, -4.934, 0.055)  0.00
H (3.093, -6.669, -0.307)  0.00
H (2.506, -4.999, 2.806)  0.00
H (0.828, -5.366, 3.126)  0.00
H (1.253, -4.122, 1.946)  0.00
H (-2.305, -4.254, -0.012)  0.00
H (-3.646, -5.144, 0.692)  0.00
H (-3.067, -5.594, -0.886)  0.00
H (-1.452, -4.834, 2.435)  0.00
H (-1.122, -6.529, 2.856)  0.00
H (-2.766, -5.972, 2.683)  0.00
H (-2.308, -7.970, -0.436)  0.00
H (-3.320, -7.735, 0.968)  0.00
H (-1.695, -8.371, 1.173)  0.00
H (-1.402, -5.102, -2.534)  0.00
H (-1.911, -6.792, -2.278)  0.00
H (-0.958, -6.364, -3.666)  0.00
H (1.114, -4.425, -2.103)  0.00
H (1.194, -5.453, -3.520)  0.00
H (2.282, -5.761, -2.183)  0.00
H (-0.136, -8.562, -1.736)  0.00
H (1.560, -8.096, -1.521)  0.00
H (0.829, -8.055, -3.109)  0.00

Results
* HOMO (alpha / beta): -16.33 / -16.33 eV
* relative energy (zero: lowest compared OMol25 entry of this formula, charge and spin): 14.7 kcal/mol
* spin multiplicity: 5
* HOMO-LUMO gap (alpha / beta): 6.6 / 4.1 eV
* total charge: +3
* <S²>: 6.0635
* total energy: -116227.6371 eV